This record from OMol25 describes a 2-piece molecular cluster, C9H12IP overall. The level of theory is ωB97M-V/def2-TZVPD.

Positions of all 23 atoms, in Å:
C -1.259 3.308 -1.395
C 0.124 3.133 -1.353
C -2.074 2.296 -1.569
C 0.629 1.840 -1.534
C -1.646 1.036 -1.765
C -0.244 0.766 -1.761
C 2.050 -2.446 0.757
C -0.190 -3.535 0.491
C 0.570 -2.278 0.658
P 0.109 -1.021 -2.191
I 2.441 -0.892 -3.022
H -1.727 4.253 -1.302
H 0.763 3.994 -1.297
H -3.187 2.473 -1.765
H 1.608 1.701 -1.666
H -2.373 0.323 -1.903
H 2.510 -3.044 -0.158
H 2.633 -1.492 0.840
H 2.429 -3.119 1.460
H 0.187 -4.162 -0.298
H -1.222 -3.355 0.712
H 0.091 -4.213 1.392
H 0.200 -1.207 0.761

Summary:
Energy above the lowest of the compared OMol25 structures with the same formula, charge and spin = 190.21 kJ/mol
Spin multiplicity = 1
HOMO (spin up / spin down) = -7.42 / -7.56 eV
Molar mass = 278.1 g mol⁻¹

Löwdin population analysis, charges in e, atoms 1 to 4: -0.12 -0.04 -0.15 -0.12

This record from OMol25 describes C4H12N2O as an isolated structure. The level of theory is ωB97M-V/def2-TZVPD.

Positions of all 19 atoms, in Å:
N 0.351 3.098 0.808
C 1.414 -0.962 0.913
C 1.125 0.181 -0.089
N -0.172 0.743 0.230
C -1.298 0.087 -0.343
C -1.338 -1.673 -0.557
O -0.331 -2.082 -1.206
H 0.999 3.639 0.244
H 2.426 -0.869 1.297
H 1.279 -1.963 0.549
H 0.632 -0.892 1.724
H 1.208 -0.225 -1.095
H 1.860 0.974 0.074
H -0.075 1.820 0.554
H -1.484 0.354 -1.402
H -2.196 0.295 0.287
H -2.328 -1.603 -1.182
H -1.552 -2.137 0.401
H -0.546 3.583 0.689

Summary:
Energy above the lowest of the compared OMol25 structures with the same formula, charge and spin = 735.09 kJ/mol
Spin multiplicity = 1
HOMO = -8.43 eV
Molar mass = 104.2 g mol⁻¹

Löwdin population analysis, charges in e, atoms 1 to 4: -0.02 -0.07 -0.24 -0.01

This record from OMol25 describes C7H20IrN3O as an isolated structure. The level of theory is ωB97M-V/def2-TZVPD.

Positions of all 32 atoms, in Å:
C -2.871 2.054 -2.412
Ir 1.295 0.706 -2.094
N 0.860 -0.855 -3.242
H 0.354 1.727 -3.100
H 1.806 -1.308 -3.374
H -3.291 1.040 -2.634
H -3.088 2.807 -3.214
H -1.748 1.976 -2.339
H -3.251 2.453 -1.433
H 0.351 -1.722 -3.044
H 0.625 -0.835 -4.244
C 0.114 1.903 0.182
N 0.256 0.743 1.066
C 0.554 0.961 2.475
C 0.074 -0.244 3.229
C 0.713 -1.537 2.680
N 0.423 -1.601 1.249
C 0.661 -2.862 0.583
C 0.281 -0.491 0.500
O 0.248 -0.609 -0.800
H 0.602 2.739 0.709
H -0.959 2.175 0.001
H 0.720 1.795 -0.825
H 1.624 1.073 2.587
H 0.064 1.901 2.778
H -1.017 -0.307 3.182
H 0.373 -0.154 4.289
H 0.267 -2.467 3.126
H 1.818 -1.536 2.873
H 1.702 -2.932 0.244
H 0.430 -3.672 1.282
H 0.009 -2.922 -0.284

Summary:
Energy above the lowest of the compared OMol25 structures with the same formula, charge and spin = 0.00 kJ/mol
⟨S²⟩ = 8.757
Net charge = +1
Spin multiplicity = 6
HOMO (spin up / spin down) = -9.57 / -12.99 eV
Molar mass = 354.5 g mol⁻¹

Löwdin population analysis, charges in e, atoms 1 to 4: -0.07 1.21 -0.21 -0.11

This record from OMol25 describes C18H24AuN3S2Si2 as an isolated structure. The level of theory is ωB97M-V/def2-TZVPD.

Positions of all 50 atoms, in Å:
Au -0.264 0.206 -0.990
C -4.567 3.605 -2.609
S -3.624 3.934 -1.107
C -2.289 2.755 -1.292
S -2.671 1.142 -1.643
N -1.138 3.333 -1.032
N -0.061 2.472 -1.011
C 1.072 3.053 -0.919
C 2.343 2.292 -0.963
C 3.551 2.947 -0.768
C 4.721 2.204 -0.821
C 4.640 0.843 -1.059
C 3.385 0.273 -1.235
N 2.264 0.981 -1.196
H -5.466 4.218 -2.546
H -4.848 2.557 -2.666
H -3.998 3.894 -3.490
H 1.104 4.136 -0.816
H 3.568 4.011 -0.573
H 5.681 2.683 -0.677
H 5.527 0.227 -1.113
H 3.271 -0.791 -1.412
C 1.237 0.808 2.085
Si -0.334 0.045 1.424
C -1.812 1.024 1.970
C -0.434 -1.738 1.974
C -0.438 -2.118 3.322
C -0.467 -3.456 3.674
C -0.494 -4.434 2.681
C -0.497 -4.064 1.347
C -0.471 -2.714 0.979
Si -0.463 -2.120 -0.800
C -2.064 -2.648 -1.602
C 0.980 -2.961 -1.664
H 1.230 0.760 3.179
H 1.326 1.859 1.801
H 2.116 0.272 1.726
H -1.830 1.042 3.064
H -2.738 0.580 1.605
H -1.767 2.054 1.610
H -0.414 -1.367 4.106
H -0.466 -3.745 4.718
H -0.512 -5.481 2.954
H -0.523 -4.838 0.586
H -2.174 -3.733 -1.513
H -2.101 -2.386 -2.662
H -2.915 -2.170 -1.112
H 0.686 -3.971 -1.961
H 1.833 -3.039 -0.987
H 1.305 -2.438 -2.567

Summary:
Energy above the lowest of the compared OMol25 structures with the same formula, charge and spin = 62.78 kJ/mol
Spin multiplicity = 1
HOMO = -7.27 eV
Molar mass = 599.7 g mol⁻¹

Löwdin population analysis, charges in e, atoms 1 to 4: 0.66 -0.44 0.79 -1.16

This record from OMol25 describes a 4-piece molecular cluster, C33H71ClN4O4P3 overall. The level of theory is ωB97M-V/def2-TZVPD.

Positions of all 116 atoms, in Å:
C 8.145 5.865 3.265
C 7.470 4.700 2.458
C 6.014 4.523 2.960
C 5.174 3.526 2.082
C 3.882 3.188 2.887
C 2.638 2.826 1.991
P 1.308 4.152 2.041
P 2.127 6.132 1.553
N 1.596 6.596 0.119
P 0.787 4.350 4.178
O -0.629 5.286 4.104
Cl 0.307 2.417 4.837
H 8.591 6.621 2.603
H 8.922 5.478 3.944
H 7.375 6.365 3.874
H 7.981 3.736 2.615
H 7.468 4.897 1.375
H 5.961 4.126 3.990
H 5.468 5.487 2.928
H 5.793 2.618 1.952
H 4.970 3.944 1.082
H 4.114 2.396 3.618
H 3.625 4.101 3.458
H 2.166 1.938 2.460
H 2.897 2.522 0.966
H 1.645 7.038 2.544
H 3.556 6.135 1.630
H 1.030 7.428 0.247
H -1.360 4.709 3.858
C -2.868 1.520 -2.993
C -1.593 0.682 -2.760
C -1.402 0.489 -1.252
C -1.006 1.785 -0.551
C 0.223 2.413 -1.202
C 0.163 2.524 -2.733
N -0.402 1.312 -3.388
O 0.545 0.408 -3.447
C -0.654 3.758 -3.165
C 1.585 2.841 -3.229
C -1.920 -0.665 -3.423
H -3.757 0.929 -2.768
H -2.942 2.399 -2.356
H -2.939 1.840 -4.034
H -0.631 -0.268 -1.066
H -2.321 0.098 -0.807
H -1.837 2.495 -0.544
H -0.788 1.573 0.501
H 0.383 3.405 -0.771
H 1.094 1.812 -0.917
H -0.738 3.801 -4.252
H -0.160 4.675 -2.840
H -1.656 3.797 -2.745
H 2.318 2.116 -2.876
H 1.902 3.817 -2.858
H 1.627 2.868 -4.320
H -2.128 -0.527 -4.487
H -2.805 -1.107 -2.965
H -1.117 -1.395 -3.325
C 0.060 -6.478 -1.833
C -0.714 -5.187 -2.174
C -0.988 -5.161 -3.682
C 0.283 -4.938 -4.497
C 1.021 -3.685 -4.036
C 1.222 -3.573 -2.515
N 0.024 -3.975 -1.731
O -0.813 -2.970 -1.741
C 2.429 -4.414 -2.053
C 1.650 -2.124 -2.211
C -2.033 -5.342 -1.403
H -0.596 -7.345 -1.916
H 0.892 -6.685 -2.503
H 0.438 -6.447 -0.810
H -1.707 -4.369 -3.919
H -1.460 -6.098 -3.990
H 0.940 -5.811 -4.440
H 0.020 -4.834 -5.553
H 1.994 -3.639 -4.533
H 0.459 -2.816 -4.390
H 2.533 -4.373 -0.967
H 3.354 -4.025 -2.483
H 2.383 -5.459 -2.350
H 0.948 -1.392 -2.612
H 2.617 -1.914 -2.669
H 1.745 -1.956 -1.136
H -1.842 -5.432 -0.331
H -2.554 -6.244 -1.725
H -2.719 -4.509 -1.557
C -2.087 -2.441 1.156
C -3.376 -1.599 1.195
C -3.033 -0.216 1.751
C -2.701 -0.254 3.240
C -3.819 -0.918 4.038
C -4.310 -2.262 3.468
N -4.449 -2.257 1.987
O -5.582 -1.667 1.695
C -3.372 -3.413 3.881
C -5.637 -2.604 4.169
C -3.770 -1.488 -0.285
H -1.425 -2.081 0.369
H -1.495 -2.395 2.069
H -2.310 -3.488 0.942
H -3.872 0.472 1.594
H -2.189 0.206 1.198
H -1.752 -0.768 3.417
H -2.556 0.770 3.597
H -3.486 -1.061 5.070
H -4.659 -0.217 4.086
H -3.695 -4.352 3.429
H -3.388 -3.551 4.964
H -2.329 -3.252 3.619
H -6.370 -1.802 4.082
H -5.469 -2.762 5.235
H -6.077 -3.516 3.760
H -3.944 -2.479 -0.710
H -2.966 -1.021 -0.855
H -4.664 -0.886 -0.446

Summary:
⟨S²⟩ = 3.762
Spin multiplicity = 4
HOMO (spin up / spin down) = -8.47 / -8.52 eV
Molar mass = 716.3 g mol⁻¹

Löwdin population analysis, charges in e, atoms 1 to 4: -0.11 -0.25 -0.25 -0.22

This record from OMol25 describes one molecule with the formula C3H7NO2S. The level of theory is ωB97M-V/def2-TZVPD.

Positions of all 14 atoms, in Å:
O 2.140 0.660 0.870
C 1.425 -0.187 0.432
O 1.885 -1.253 -0.284
C -0.087 -0.183 0.483
C -0.534 0.393 -0.880
S -2.297 0.003 -1.229
N -0.534 0.607 1.593
H 2.781 -1.065 -0.610
H -0.558 -1.158 0.522
H -0.497 1.488 -0.905
H 0.010 -0.033 -1.718
H -2.048 -1.150 -1.863
H -0.319 1.583 1.518
H -1.367 0.295 2.071

Summary:
Energy above the lowest of the compared OMol25 structures with the same formula, charge and spin = 61.80 kJ/mol
Spin multiplicity = 1
HOMO = -9.14 eV
Molar mass = 121.2 g mol⁻¹
Structure (SMILES) = N[C@@H](CS)C(=O)O

Löwdin population analysis, charges in e, atoms 1 to 4: 0.13 -0.50 0.09 -0.40